A structure of composition C36H20CaF8N4O4S. Source: the OMol25 dataset; level of theory: ωB97M-V/def2-TZVPD.

```
74
Properties=species:S:1:pos:R:3:mulliken_charge:R:1
C -4.99 0.32 -0.78 0.9250
C 2.50 -0.29 1.83 -0.6101
C -0.65 -3.60 -2.45 0.0653
F -0.80 -2.59 -1.58 0.3743
H 1.14 1.59 -2.33 0.5425
C -1.58 3.21 -3.62 -0.5629
C -0.50 1.39 5.41 -0.3267
C -5.05 1.94 -2.65 -1.4086
H -5.62 2.64 -3.26 0.4303
C 0.26 -4.65 -2.21 -0.4722
H -5.26 -1.67 1.96 0.5466
C -0.33 2.75 -3.53 -0.8505
C 2.68 -0.82 -0.69 0.3015
C -5.66 1.29 -1.66 -0.8770
H -6.71 1.48 -1.47 0.3340
H -3.51 1.45 -4.05 0.5657
C -3.61 1.73 -3.00 0.4827
F 1.09 -6.67 -3.17 -0.3604
C -1.43 -3.50 -3.59 0.2191
C -0.44 1.06 2.89 0.1938
C -2.53 2.05 6.52 -0.3126
O -1.37 -2.00 1.66 -0.7853
H 5.48 -2.04 -2.24 0.3255
C -2.86 0.78 -2.03 0.8689
H -2.36 2.26 -0.47 0.2794
H -4.23 2.33 5.24 0.3694
H 0.55 1.10 5.43 0.4288
C -4.85 -1.15 1.11 -0.8131
N -2.91 -0.71 -0.19 0.4888
C -2.49 1.76 4.13 -0.3160
C -5.60 -0.33 0.29 -0.9297
C -3.64 0.07 -0.98 -1.0534
C 0.11 1.94 -2.37 -0.3080
H -2.22 0.07 -2.55 0.4108
F -2.13 -4.38 -5.69 -0.3504
C -2.60 -2.14 1.82 0.1289
H 3.16 -1.35 -2.70 0.3288
C 4.86 -1.67 -1.43 -0.3636
C -0.50 -5.52 -4.39 0.3105
C -1.37 -4.47 -4.58 0.0544
H -3.12 3.79 -2.24 0.6749
F -0.42 -6.48 -5.34 -0.3409
S 1.24 -4.75 -0.81 -0.4883
C 0.27 -5.60 -3.25 0.3619
N 1.31 0.17 1.84 0.2701
C -1.99 4.14 -4.72 0.8358
H 6.38 -1.94 0.08 0.3518
N -0.64 1.64 -1.40 -0.0329
H -6.65 -0.16 0.49 0.3830
O 1.48 -0.46 -0.98 -0.6675
H -2.98 1.76 3.16 0.3633
C 4.54 -1.17 0.88 -0.7359
H 4.91 -1.13 1.90 0.2610
F -3.18 3.79 -5.25 -0.2707
H 3.05 -0.32 2.78 0.2016
O -3.23 -2.80 2.65 -0.7909
C -1.14 1.41 4.17 0.3204
C -3.18 2.07 5.29 -0.6425
O -1.07 1.29 1.80 -0.6973
F -1.11 4.19 -5.73 -0.3058
F -2.13 5.40 -4.26 -0.2926
C -3.49 -1.31 0.85 0.0945
C -1.18 1.71 6.57 -0.5700
Ca -0.38 -0.39 0.31 2.2725
C -2.05 1.97 -1.47 -0.2661
C -2.62 2.88 -2.59 -0.1293
N 0.76 0.56 3.06 -0.8017
C 3.22 -0.76 0.65 0.7022
C 5.37 -1.62 -0.13 -0.7541
H -3.06 2.30 7.43 0.3464
H -0.66 1.69 7.52 0.3499
H 0.40 2.99 -4.29 0.4773
C 3.57 -1.28 -1.70 -0.5300
F -2.26 -2.45 -3.75 -0.2251
```

Values from the calculation:
HOMO energy (eV): -1.49
Net charge: -2
Energy above the lowest of the compared OMol25 structures with the same formula, charge and spin (kJ/mol): 212.7
Gap between HOMO and LUMO (eV): 5.0
LUMO level (eV): 3.47
Energy (eV): -102826.3976



A structure of composition C36H24Cl3FInN3O4SSe. Source: the OMol25 dataset; level of theory: ωB97M-V/def2-TZVPD.

```
74
Properties=species:S:1:pos:R:3:mulliken_charge:R:1
Cl 5.88 3.54 -0.80 -0.2591
C 4.51 -0.94 -2.76 -0.7524
C -1.23 -2.00 0.91 0.7601
H 7.06 3.62 1.67 0.3671
H 3.78 2.79 -5.35 0.3427
O -0.17 0.01 0.46 -0.2308
C 3.93 2.51 0.82 -0.4122
C 6.08 3.20 1.83 -0.7748
C -2.59 -0.82 2.94 -0.2374
C -3.16 -4.38 3.73 -1.0127
C -2.24 -4.14 1.45 1.2929
Cl -5.11 3.83 -5.12 -0.3122
C 1.55 1.27 -3.28 -0.1711
C -3.96 2.22 -1.64 -0.6405
S 2.94 2.36 -0.58 -0.0482
C -1.00 -0.56 1.17 1.2043
H 5.23 0.94 -4.59 0.3194
C -4.12 3.09 -3.86 0.1834
C -3.59 -2.92 3.70 0.4962
O -1.93 1.27 -0.92 -0.0871
C -2.06 -2.77 1.73 -1.0109
C 4.39 2.29 3.24 -0.7961
C 5.24 3.04 0.75 0.2264
C -1.83 0.01 2.19 -0.2261
Cl 2.01 1.42 2.43 -0.2082
C -0.61 -2.56 -0.21 -1.2229
H -5.74 3.08 -2.44 0.3686
C 2.08 2.17 -4.18 -0.0587
H -2.16 -4.44 4.17 0.3161
C 2.65 -1.59 -1.43 -0.0205
C -2.81 2.79 -4.10 -1.1034
C -1.60 -4.69 0.35 -0.9181
H -4.12 -1.39 5.17 0.5177
H -0.43 2.10 -4.53 0.4698
H -2.80 -6.00 2.33 0.4234
H -4.61 -2.88 3.28 0.1140
O -1.03 2.22 1.95 -0.5540
H -3.17 -0.34 3.72 0.6841
H -4.14 -3.05 5.76 0.4364
C -3.61 -2.35 5.11 -1.7702
C 2.38 0.19 -2.83 -0.5269
H 6.31 2.95 3.96 0.3202
H 1.51 3.05 -4.46 0.5693
H 2.22 -2.23 -0.67 0.4607
N 1.87 -0.68 -1.93 -0.0526
C 3.40 2.04 -4.66 -0.8581
H -4.37 2.02 -0.66 0.4237
C -1.86 1.50 2.56 -0.1544
H -2.36 3.02 -5.06 0.3414
H 5.54 -1.03 -3.09 0.3581
C 3.57 2.14 2.14 0.7823
C -0.81 -3.89 -0.46 -0.1126
C -2.59 1.87 -1.84 -0.3654
H -4.16 -4.97 1.93 0.3275
C 4.00 -1.77 -1.82 -0.9424
C 3.71 0.09 -3.30 1.6593
Se -0.32 4.55 -0.68 -0.9994
C -0.65 1.90 -3.47 -0.4045
H 4.60 -2.55 -1.36 0.3687
H 4.01 1.98 4.21 0.3695
F -0.23 -4.48 -1.53 -0.3908
C 4.20 1.02 -4.24 -0.9121
H -3.84 -4.94 4.37 0.3907
H -1.73 -5.74 0.11 0.4752
N -2.70 -2.16 2.81 0.3123
In 0.01 2.18 -0.15 1.1323
H -2.60 -2.22 5.48 0.3726
C -4.70 2.81 -2.62 -0.5805
N 0.27 1.41 -2.72 0.1711
O -2.68 1.83 3.42 -0.8588
C -3.14 -4.97 2.33 -1.0977
H -0.01 -1.92 -0.85 1.0315
C 5.66 2.83 3.10 -0.2743
C -2.02 2.19 -3.11 0.9696
```

Values from the calculation:
HOMO energy (eV): -0.56
Net charge: -2
Energy above the lowest of the compared OMol25 structures with the same formula, charge and spin (kJ/mol): 52.0
Gap between HOMO and LUMO (eV): 4.1
LUMO level (eV): 3.51
Energy (eV): -172027.0514



A cluster of 3 separate species, C36H24IO7P in total at a distorted geometry. Source: the OMol25 dataset; level of theory: ωB97M-V/def2-TZVPD.

```
69
Properties=species:S:1:pos:R:3:mulliken_charge:R:1
C -3.39 1.57 2.76 -0.6588
H -5.51 5.08 -3.15 0.4814
O -2.26 1.10 4.70 -0.4581
C -4.72 1.98 -2.04 -0.6175
C 3.18 -2.73 0.53 0.1065
O -0.78 -3.14 3.67 -0.3780
C 1.97 -2.05 0.62 -0.5068
C 3.58 -3.64 1.63 0.4574
H -1.25 -2.55 1.36 0.0183
I -1.47 -1.53 6.41 -0.1221
H 1.33 -2.21 1.48 0.7117
C 6.81 -5.00 0.23 -0.5448
C -0.81 7.01 -3.35 -0.5756
C -3.15 -3.59 1.74 -1.2885
C 7.18 -5.89 1.23 -0.4650
C -2.69 -1.07 1.98 0.0762
C -3.35 2.13 -1.90 -0.7221
C 1.58 -1.19 -0.39 -0.7899
C -2.32 -2.36 1.29 -0.3606
H 4.25 -1.51 -2.45 0.4794
O 6.00 -3.12 -1.67 -0.6628
C 5.28 -3.29 -0.71 0.5910
C -3.98 1.13 1.67 -0.3583
C -2.11 -0.65 3.10 0.7762
C -2.56 0.68 3.63 0.1359
H -6.57 2.92 -2.58 0.4143
C -1.43 5.83 -2.94 0.2987
H 2.10 -0.31 -2.28 0.4632
H -4.59 1.81 1.09 0.5220
H -3.52 2.61 3.02 0.4604
O 2.88 -3.76 2.62 -0.6850
C 3.61 -1.66 -1.59 -0.6762
C -2.90 5.70 -3.05 0.5575
C -3.77 -0.29 1.30 0.2683
H -5.19 1.03 -1.80 0.4651
H -2.52 -2.20 0.23 0.4481
C 6.39 -6.02 2.37 -0.4949
H -4.06 -3.33 2.27 0.3305
H 0.63 -0.67 -0.32 0.6955
C 5.65 -4.25 0.36 0.1544
C -3.53 4.41 -2.67 0.3228
H 6.68 -6.71 3.15 0.4005
H 1.04 8.06 -3.56 0.3988
H -2.75 1.30 -1.55 0.6808
H -3.46 -4.12 0.84 0.3432
H 0.14 -3.44 3.70 0.3353
H -2.53 -4.29 2.29 0.3518
C 4.00 -2.54 -0.58 0.4074
C 2.40 -0.99 -1.49 -0.6121
C 5.23 -5.28 2.50 -0.5129
C -0.65 4.78 -2.44 0.1646
O -4.47 -0.81 0.49 -0.5683
C 0.56 7.15 -3.24 -0.4631
H 1.32 4.13 -1.91 0.4960
O -0.61 2.58 -1.60 -0.7176
H 4.61 -5.38 3.39 0.4616
C -2.75 3.34 -2.21 0.3211
H 2.40 6.23 -2.62 0.4042
C 4.85 -4.40 1.50 0.1497
C 0.72 4.93 -2.31 -0.5718
C -1.28 3.49 -2.04 0.5042
H 8.08 -6.48 1.12 0.4042
C 1.33 6.11 -2.71 -0.5119
O -3.58 6.63 -3.44 -0.6691
C -4.91 4.25 -2.80 -0.6342
P -0.79 -1.53 4.03 0.1332
H -1.41 7.81 -3.75 0.4710
C -5.50 3.04 -2.48 -0.5053
H 7.42 -4.89 -0.65 0.4684
```

Values from the calculation:
HOMO energy (eV): -8.51
Structure (SMILES): O=C1c2ccccc2C(=O)c2ccccc21.O=C1c2ccccc2C(=O)c2ccccc21.CCC1=C(P(O)I)C(=O)C=CC1=O
Gap between HOMO and LUMO (eV): 7.2
LUMO level (eV): -1.34
Energy (eV): -69444.1019



> The highest energy belongs to which entry?

C36H24IO7P



> Which formula does entry 1 have?

C36H20CaF8N4O4S